Entry 1:
The following is a DFT calculation (ωB97M-V/def2-TZVPD) of a molecular structure, C42H57As2N3O9RbSi3 at a distorted geometry.

Each line ends with the Löwdin charge.
CARTESIAN COORDINATES (ANGSTROEM)
Rb1 -0.40079 0.09986 0.56799  0.626
C1 -0.16459 1.48136 5.40969  -0.065
C2 -0.04419 1.13666 4.05649  -0.173
N1 -1.06989 0.97926 3.25459  0.025
C3 -2.30959 1.14536 3.73769  -0.170
C4 -2.54759 1.45776 5.10989  -0.173
C5 -1.41799 1.63446 5.93429  -0.025
C6 -3.85579 1.57036 5.60119  -0.091
C7 -4.91429 1.34056 4.75009  -0.111
C8 -4.71539 1.06276 3.40929  -0.050
C9 -3.42969 1.00716 2.83469  -0.250
N2 -3.18509 0.75276 1.54809  0.031
C10 -4.06269 1.01206 0.57079  -0.255
C11 -4.96689 2.08636 0.59509  -0.047
C12 -5.87369 2.31046 -0.42551  -0.102
C13 -5.93479 1.47706 -1.51941  -0.084
C14 -5.00519 0.43006 -1.64711  -0.168
C15 -4.97939 -0.43814 -2.75971  -0.026
C16 -4.02709 -1.41814 -2.83841  -0.069
C17 -3.09519 -1.52514 -1.79651  -0.186
N3 -3.09639 -0.75244 -0.73871  0.072
C18 -4.02999 0.20546 -0.62701  -0.167
H1 0.71951 1.60426 6.01869  0.097
H2 0.93961 1.00136 3.62119  0.094
H3 -1.56539 1.89936 6.97279  0.108
H4 -4.01819 1.82016 6.64279  0.093
H5 -5.92509 1.38976 5.13629  0.095
H6 -5.56999 0.86526 2.77819  0.103
H7 -4.92909 2.76836 1.43439  0.111
H8 -6.55319 3.14966 -0.34371  0.098
H9 -6.68739 1.63146 -2.28061  0.093
H10 -5.71809 -0.32024 -3.54161  0.109
H11 -3.97539 -2.09474 -3.68041  0.096
H12 -2.33469 -2.29924 -1.82101  0.052
C19 3.73041 0.62276 -0.39931  -0.152
O1 2.65701 1.45746 -0.08121  -0.326
Si1 2.82021 3.03526 0.41449  0.314
C20 3.22331 3.02326 2.28989  -0.147
C21 4.40971 3.79756 -0.36791  -0.172
C22 1.23791 3.86086 -0.12271  -0.422
Si2 0.74381 3.73756 -1.92491  0.403
C23 1.68171 2.38086 -2.89021  -0.184
C24 -1.11179 3.33036 -2.19461  -0.179
C25 1.06521 5.34446 -2.94441  -0.192
Si3 0.44521 5.10946 1.02419  0.408
C26 1.75831 6.49006 1.31559  -0.196
C27 -1.11979 5.97396 0.34179  -0.190
C28 -0.18599 4.42576 2.70109  -0.180
H13 4.41601 1.11816 -1.09001  0.081
H14 3.35731 -0.28244 -0.87671  0.066
H15 4.28711 0.34196 0.49939  0.082
H16 4.25881 3.28256 2.48779  0.017
H17 3.03931 2.04466 2.72659  0.010
H18 2.60761 3.73246 2.82559  -0.009
H19 5.31311 3.30176 -0.01601  0.011
H20 4.49871 4.84786 -0.11401  0.018
H21 4.39561 3.72806 -1.45151  0.010
H22 1.52041 1.40986 -2.43441  0.003
H23 2.74981 2.56316 -2.89071  0.013
H24 1.35761 2.32506 -3.92541  0.020
H25 -1.46199 2.54876 -1.52051  0.006
H26 -1.29239 2.99616 -3.21311  0.014
H27 -1.72769 4.20536 -2.02781  0.009
H28 2.11251 5.63236 -2.92291  0.012
H29 0.49131 6.18156 -2.56111  0.001
H30 0.78771 5.20436 -3.98481  0.007
H31 2.08501 6.88126 0.35699  0.014
H32 2.63501 6.08576 1.80869  0.002
H33 1.39271 7.32286 1.90779  0.004
H34 -0.95109 6.40826 -0.63651  0.003
H35 -1.45719 6.76756 1.00439  0.017
H36 -1.93049 5.25826 0.25249  0.015
H37 0.59061 3.95176 3.29189  -0.007
H38 -0.95569 3.67886 2.52219  0.015
H39 -0.62969 5.20976 3.31269  0.021
C29 -2.09079 -7.58864 -0.71671  -0.028
O2 -0.87199 -6.88384 -0.87941  -0.049
C30 -0.98189 -5.53924 -0.86161  -0.526
O3 -2.03599 -4.97884 -0.63171  0.075
C31 0.27521 -4.82134 -1.02771  -0.233
C32 1.32711 -5.37354 -1.65681  -0.266
As1 3.16961 -4.63084 -1.81191  1.366
C33 3.48741 -5.11994 -3.70471  -0.275
C34 2.29061 -2.90774 -1.76881  -0.291
C35 1.82581 -2.63224 -0.47611  -0.331
As2 -0.05689 -3.00554 -0.23051  1.290
C36 -0.02809 -3.68684 1.61979  -0.248
C37 2.71101 -2.51444 0.63219  -0.530
O4 2.39881 -2.09344 1.74059  0.087
O5 4.02001 -2.80984 0.32969  -0.138
C38 4.94171 -2.67024 1.38809  -0.055
C39 1.57151 -2.44684 -2.91431  -0.506
O6 1.77341 -2.77544 -4.07321  0.097
O7 0.65701 -1.46454 -2.61381  -0.125
C40 -0.01059 -0.92864 -3.74101  -0.045
C41 1.17501 -6.61524 -2.43951  -0.565
O8 0.61211 -6.64024 -3.50391  0.143
O9 1.76551 -7.74844 -1.99211  -0.031
C42 2.28921 -7.79394 -0.68341  -0.079
H40 -1.83409 -8.64474 -0.68801  0.097
H41 -2.76079 -7.37944 -1.55201  0.105
H42 -2.57999 -7.28034 0.21019  0.099
H43 3.74111 -6.17964 -3.77201  0.031
H44 4.32941 -4.53754 -4.07711  0.029
H45 2.61551 -4.91444 -4.31441  0.017
H46 0.84191 -4.32144 1.80229  0.041
H47 -0.94169 -4.25824 1.79309  0.038
H48 -0.00589 -2.84354 2.31169  0.028
H49 5.93151 -2.74394 0.93939  0.097
H50 4.79731 -3.46814 2.12409  0.100
H51 4.81001 -1.70404 1.88339  0.092
H52 -0.74819 -0.22574 -3.35861  0.097
H53 -0.49179 -1.73334 -4.30351  0.102
H54 0.70681 -0.42314 -4.39461  0.102
H55 2.35421 -8.85134 -0.42311  0.098
H56 1.62891 -7.28684 0.02389  0.091
H57 3.28901 -7.34144 -0.64481  0.071

Force components x, y, z for each atom (eV/Å):
Rb -0.2 0.9 0.0
C -0.1 0.0 0.3
C 0.0 0.0 -0.1
N 0.6 -0.1 -0.1
C -0.6 0.2 0.6
C 0.2 -0.1 -0.3
C 0.2 0.0 -0.2
C -0.5 0.0 0.2
C 0.2 0.1 0.5
C 0.2 -0.1 -0.3
C -0.5 0.0 0.1
N 0.9 -0.4 -0.3
C -0.2 0.4 0.2
C 0.4 -0.1 0.1
C -0.1 -0.2 -0.3
C -0.3 0.3 -0.1
C 0.2 -0.1 0.2
C 0.2 -0.2 0.0
C -0.2 0.2 -0.1
C 0.1 -0.1 0.1
N 0.6 -0.4 0.0
C -0.7 0.5 -0.2
H 0.1 0.0 0.0
H 0.1 0.0 0.0
H 0.0 0.0 0.1
H 0.0 0.0 0.0
H -0.1 0.0 0.0
H 0.0 0.1 -0.1
H 0.0 -0.1 0.0
H 0.0 0.0 -0.1
H 0.0 0.0 -0.1
H 0.0 0.1 -0.1
H 0.0 0.0 0.0
H 0.0 0.0 -0.1
C 0.1 0.2 0.1
O 0.0 -1.0 -0.2
Si -1.5 2.2 -0.4
C -0.1 -0.1 -0.5
C -0.3 -0.8 0.1
C 0.2 -0.3 0.2
Si 0.3 0.3 1.2
C -0.2 0.2 0.3
C 0.6 0.0 0.0
C -0.2 -0.6 0.2
Si 0.6 -0.5 -0.8
C -0.7 -0.3 0.2
C 0.5 -0.3 0.1
C 0.3 0.3 -0.4
H 0.2 -0.1 -0.1
H 0.0 -0.1 -0.1
H 0.2 -0.1 0.1
H 0.3 0.0 0.0
H -0.1 -0.2 0.1
H -0.2 0.2 0.1
H 0.3 -0.1 0.1
H -0.2 0.2 0.2
H 0.0 0.0 -0.3
H 0.0 -0.3 0.1
H 0.3 0.1 0.0
H -0.1 0.1 -0.3
H 0.0 -0.1 0.1
H 0.0 -0.1 -0.3
H -0.2 0.2 0.1
H 0.2 0.0 0.1
H -0.2 0.2 0.2
H -0.1 0.0 -0.3
H 0.0 0.0 -0.3
H 0.3 -0.2 0.2
H -0.1 0.3 0.2
H 0.1 0.1 -0.3
H 0.0 0.1 0.2
H -0.2 -0.2 0.0
H 0.1 -0.1 0.1
H -0.1 -0.1 -0.1
H -0.1 0.2 0.1
C -0.5 -0.1 0.1
O 0.5 0.5 -0.1
C -1.4 -0.7 0.4
O 0.5 -0.2 -0.2
C 0.9 0.2 -0.3
C -0.5 0.8 0.4
As 0.6 -0.3 -0.2
C -0.2 0.2 0.0
C 0.0 -0.1 2.8
C 0.0 -0.5 -2.8
As -0.5 -0.6 -0.1
C 0.2 0.1 0.2
C 2.4 0.1 2.6
O 0.1 -0.5 -1.4
O -1.3 0.2 -0.2
C 0.2 0.2 0.5
C -1.8 1.3 -2.5
O 0.0 0.1 1.2
O 1.1 -0.9 0.3
C -0.3 0.2 -0.6
C -0.3 -1.1 -0.7
O 0.3 0.2 0.4
O -0.2 0.3 -0.5
C 0.3 0.0 0.6
H 0.0 0.1 0.0
H 0.0 0.0 0.1
H 0.0 -0.1 -0.1
H 0.0 0.0 0.3
H 0.0 0.0 0.1
H 0.0 0.0 0.0
H -0.1 0.1 0.0
H 0.0 0.1 -0.2
H 0.0 -0.1 -0.1
H -0.1 0.0 0.1
H 0.1 0.1 -0.1
H 0.1 -0.1 -0.1
H 0.1 0.0 0.0
H 0.0 0.2 0.0
H -0.1 0.0 0.1
H 0.0 0.1 0.0
H 0.1 -0.1 0.0
H -0.2 -0.1 0.1

## Properties
Multiplicity ... 1
Frontier orbital gap ... 2.93 eV
Net charge ... -1
Calculated total energy ... -213344.7813 eV

---

Entry 2:
The following is a DFT calculation (ωB97M-V/def2-TZVPD) of 2 unconnected molecules or ions with the total composition C30H23NO4S at a distorted geometry.

Each line ends with the natural charge from an NBO analysis.
CARTESIAN COORDINATES (ANGSTROEM)
C1 5.16167 -1.18008 -2.61926  -0.286
C2 4.98071 0.19197 -2.59748  -0.207
C3 4.41104 0.79528 -1.50398  -0.268
C4 4.00475 0.03523 -0.39439  0.092
C5 3.41988 0.66456 0.73227  -0.686
C6 3.20586 1.96045 0.83757  0.254
N1 3.02035 3.13802 0.90580  -0.479
S1 2.91663 -0.31650 2.14116  2.069
C7 2.24136 0.83898 3.33574  -0.207
C8 3.06493 1.40673 4.27887  -0.194
C9 2.54252 2.29483 5.19879  -0.208
C10 1.19738 2.60668 5.17082  -0.190
C11 0.37568 2.02554 4.22508  -0.206
C12 0.90009 1.13772 3.30638  -0.208
O1 1.77953 -1.20070 1.67295  -0.995
O2 4.18363 -0.89630 2.73469  -0.930
C13 4.19944 -1.35573 -0.43857  -0.267
C14 4.76924 -1.94976 -1.53762  -0.210
H1 5.60975 -1.65325 -3.47905  0.197
H2 5.29099 0.78461 -3.44335  0.202
H3 4.27097 1.86239 -1.48130  0.216
H4 4.10958 1.13623 4.29301  0.247
H5 3.18527 2.74415 5.93796  0.216
H6 0.79006 3.30868 5.88285  0.212
H7 -0.67494 2.26410 4.20311  0.209
H8 0.27306 0.65898 2.57039  0.221
H9 3.89274 -1.94332 0.41135  0.220
H10 4.91265 -3.01882 -1.55779  0.200
C15 0.31522 -8.85810 -4.25577  -0.256
O3 0.25081 -8.41124 -2.92155  -0.472
C16 0.20943 -7.02113 -2.77447  0.364
C17 0.14412 -6.49072 -1.47814  -0.256
C18 0.10124 -5.13746 -1.25191  -0.112
C19 0.12169 -4.23822 -2.32673  -0.206
C20 0.08018 -2.79741 -2.19819  0.500
O4 0.11413 -2.11466 -3.39886  -0.398
C21 0.07519 -0.73484 -3.37913  0.331
C22 0.00648 -0.00106 -2.17042  -0.081
C23 -0.02572 1.40436 -2.23881  -0.146
C24 0.00627 2.05281 -3.45482  -0.202
C25 0.07160 1.32437 -4.63295  -0.141
C26 0.10502 -0.05085 -4.59148  -0.243
C27 -0.02644 -0.73392 -0.96395  0.029
C28 0.01179 -2.10440 -0.98566  -0.306
C29 0.18613 -4.77044 -3.62061  -0.053
C30 0.22922 -6.12063 -3.84529  -0.328
H11 0.34383 -9.94772 -4.26252  0.211
H12 -0.56778 -8.52612 -4.80222  0.179
H13 1.22026 -8.47960 -4.73126  0.181
H14 0.12769 -7.18406 -0.65697  0.241
H15 0.05202 -4.76177 -0.24630  0.228
H16 -0.07693 1.97324 -1.32664  0.245
H17 -0.02245 3.12982 -3.49876  0.236
H18 0.09375 1.82885 -5.58473  0.231
H19 0.15268 -0.63656 -5.49166  0.232
H20 -0.07584 -0.20172 -0.02878  0.259
H21 -0.00237 -2.64629 -0.05726  0.264
H22 0.19969 -4.08094 -4.44722  0.223
H23 0.27721 -6.49160 -4.85282  0.231

Force components x, y, z for each atom (eV/Å):
C 0.2 -0.3 -0.5
C 0.0 -0.2 -0.1
C -0.2 0.1 0.3
C 0.3 -0.5 -0.4
C -0.6 -3.1 1.6
C -1.0 6.4 0.4
N 0.3 -2.7 -0.2
S 1.6 -1.1 -1.2
C 0.1 -0.5 -0.4
C 0.6 -0.1 0.1
C 0.1 0.0 0.1
C 0.0 0.1 0.1
C -0.2 0.0 -0.1
C -0.4 -0.1 -0.3
O 1.9 1.0 1.4
O -3.3 0.6 -0.8
C -0.2 0.2 0.2
C 0.0 0.0 -0.2
H 0.1 -0.1 -0.1
H 0.1 0.1 -0.1
H 0.0 0.3 0.0
H 0.1 0.0 0.0
H 0.1 0.0 0.1
H 0.0 0.1 0.1
H -0.2 0.0 0.0
H -0.1 0.0 -0.1
H 0.1 -0.2 0.0
H 0.0 -0.2 0.0
C 0.0 -0.2 -0.4
O -0.1 2.2 0.8
C 0.0 -0.9 -0.1
C 0.0 -0.6 -0.1
C 0.0 0.3 -0.2
C 0.0 0.0 -0.8
C 0.1 0.9 -0.8
O -0.1 0.1 2.1
C 0.1 0.5 0.3
C 0.0 -0.5 -0.5
C 0.0 0.1 -0.3
C 0.0 0.1 0.7
C 0.0 -0.5 0.0
C 0.0 -0.8 -0.2
C 0.1 0.0 -0.2
C 0.0 0.1 -0.4
C 0.0 0.3 0.3
C 0.0 -0.8 -0.1
H 0.0 0.1 0.3
H 0.0 0.0 -0.2
H 0.0 0.0 -0.2
H 0.0 -0.1 0.2
H 0.0 -0.1 0.3
H 0.1 0.1 0.2
H 0.0 0.1 0.1
H 0.0 0.0 -0.1
H 0.0 -0.1 -0.3
H 0.1 0.0 0.3
H 0.1 -0.1 0.1
H 0.0 -0.1 -0.2
H 0.0 0.1 -0.2

## Properties
Multiplicity ... 1
Frontier orbital gap ... 3.10 eV
Calculated total energy ... -51994.5528 eV

---

Question: Which of these has the highest calculated total energy?
Answer: C30H23NO4S